No. 1
ORCA calculation (ωB97M-V with the def2-TZVPD basis set) on the ion C5H10N3 with charge +1.

LUMO (spin up / spin down)	-4.34 / -4.12	eV
gap between HOMO and LUMO (spin up / spin down)	7.5 / 9.4	eV
electronic energy	-9805.5800	eV

```
! RIJCOSX wB97M-V def2-TZVPD def2/J DEFGRID3
* xyz 1 1
C 0.16406 0.87314 2.43708
C 0.22902 -0.55201 1.94723
C 0.91442 0.04884 -1.45071
C -0.04264 0.89643 -2.31711
C -0.15527 0.09980 -0.41453
N -0.07493 1.76376 1.63311
N -1.11979 0.65673 -1.23540
N -0.50694 -0.85011 0.72112
H 0.20239 0.89392 3.51050
H 1.33525 -0.80672 1.70245
H -0.16439 -1.15994 2.75846
H 1.10634 -0.90395 -1.77836
H 1.82926 0.66070 -1.25749
H 0.10009 2.03021 -2.35827
H -0.32407 0.53569 -3.38832
H -1.67094 1.50176 -1.16789
H -0.39502 -1.93092 0.59200
H -1.52827 -0.75493 0.81113
*
```


No. 2
ORCA calculation (ωB97M-V with the def2-TZVPD basis set) on the molecule C18H19N3O4S2.

LUMO	0.54	eV
gap between HOMO and LUMO	8.3	eV
electronic energy	-53305.9452	eV

```
! RIJCOSX wB97M-V def2-TZVPD def2/J DEFGRID3
* xyz 0 1
C 2.25667 -3.37883 4.49919
O 1.31580 -2.34240 4.35480
C 0.67041 -2.21743 3.16032
C 0.86846 -3.02760 2.05348
C 0.14798 -2.79631 0.89113
C -0.77234 -1.76737 0.81715
N -1.53083 -1.47004 -0.32169
C -1.52962 -2.09347 -1.51813
O -0.88264 -3.07631 -1.80719
C -2.47918 -1.44484 -2.52675
S -1.54761 -0.81652 -3.95495
C -0.63207 0.46135 -3.18996
N -0.88383 0.72396 -1.94468
C -0.13685 1.69306 -1.38755
S -0.28073 2.17016 0.26543
C 0.97858 3.37174 0.05235
C 1.38485 4.21987 1.20289
C 1.46140 3.38059 -1.21254
C 0.83468 2.42376 -2.05356
C 1.09187 2.15053 -3.44319
O 1.89431 2.71033 -4.15958
N 0.28481 1.10446 -3.95388
C 0.46942 0.72503 -5.33632
C -0.98211 -0.94639 1.94489
O -1.92239 0.03697 1.79563
C -2.15598 0.90458 2.87852
C -0.25921 -1.17492 3.09727
H 3.08570 -3.27046 3.79272
H 1.79394 -4.36213 4.36822
H 2.63655 -3.29225 5.51600
H 1.57549 -3.84024 2.07115
H 0.30232 -3.42329 0.02929
H -2.05147 -0.60805 -0.22522
H -3.13268 -2.20846 -2.94893
H -3.05872 -0.62453 -2.10957
H 1.76920 3.60468 2.01613
H 0.53408 4.78390 1.58404
H 2.15949 4.91662 0.89309
H 2.23798 4.03652 -1.56091
H 1.25464 1.36268 -5.74169
H 0.76612 -0.32238 -5.40464
H -0.45523 0.87072 -5.89642
H -2.52851 0.36112 3.75196
H -1.25166 1.45775 3.14737
H -2.91573 1.60442 2.53466
H -0.38533 -0.57058 3.97973
*
```


Respective relative energy (zero: lowest compared OMol25 entry of this formula, charge and spin) values: 595.1; 0.0 kJ/mol.
Respective maximum force values: 3.17; 0.82 eV/A.